Computed, not measured: a structure of composition C18H38OOsP2 at a distorted geometry, with ωB97M-V/def2-TZVPD.

Summary:
multiplicity	5
Kohn-Sham gap (spin up / spin down)	6.99 / 7.68	eV
E_tot	-42352.243	eV
charge	+2
highest occupied orbital energy (spin up / spin down)	-12.94 / -13.93	eV

Geometry as XYZ:
```
60
Properties=species:S:1:pos:R:3:forces:R:3
P 1.02577 0.95971 -2.40683 3.3 -0.4 -0.7
P 1.13437 -2.62920 -0.57752 2.9 -2.7 1.1
C 2.12210 -0.55179 -2.47278 0.0 -0.3 -0.1
C 1.60464 -2.00475 -2.26948 -0.4 0.7 -0.3
H 3.02574 -0.35291 -1.86617 -0.4 -0.1 -0.3
H 2.46197 -0.50771 -3.52439 -0.1 0.0 0.3
H 0.76943 -2.23847 -2.96155 0.4 0.2 0.4
H 2.44376 -2.67162 -2.55784 -0.5 0.1 0.3
C 2.77301 -2.99737 0.18571 0.2 -0.1 -0.3
H 2.62673 -3.30697 1.23019 -0.1 0.0 -0.4
H 3.44678 -2.12987 0.19894 -0.2 -0.2 -0.1
H 3.25778 -3.81822 -0.35442 0.0 0.2 0.0
C 0.50227 -4.30358 -0.86517 -0.4 0.0 -0.4
H 1.33767 -4.95826 -1.15387 -0.3 0.3 0.0
H -0.24812 -4.30485 -1.66598 0.1 -0.1 0.2
H 0.05313 -4.69338 0.05751 0.1 0.1 -0.3
C 2.26315 2.13488 -3.00247 -0.1 -0.1 -0.3
H 1.83410 3.13515 -3.07296 0.1 0.0 0.0
H 2.59118 1.81214 -3.99467 0.1 0.2 0.1
H 3.12534 2.14735 -2.33025 -0.1 0.1 0.0
C -0.04504 0.69607 -3.83152 -0.8 0.1 -0.1
H -0.51629 -0.29693 -3.84614 0.0 0.4 0.2
H 0.59893 0.76938 -4.72253 -0.1 0.0 0.4
H -0.81428 1.47267 -3.90750 0.1 -0.2 0.0
Os -2.90597 1.51452 -0.07192 1.4 -1.2 2.9
C 0.35041 -2.01091 0.95290 -2.7 2.3 -1.1
C 1.17749 -0.97569 1.54910 0.0 -0.6 1.2
C 1.84168 0.02061 0.75690 1.1 1.0 -0.4
C 1.10863 1.37188 0.57984 0.9 0.5 0.5
C 0.53508 1.60430 -0.80917 -3.9 -0.1 0.6
C -0.95662 1.00031 -0.82151 -1.3 1.6 -0.7
C -1.04311 -0.51568 -0.85721 -0.1 -0.4 0.0
C -1.04410 -1.33569 0.46034 -0.5 -0.7 0.7
C -3.09530 3.34189 0.65371 0.4 2.3 0.4
H 0.13234 -2.81080 1.68084 0.1 -0.1 -0.8
H 1.25694 -0.91205 2.62354 -0.1 -0.1 0.1
H 2.02945 -0.37414 -0.25487 0.1 0.2 0.5
H 2.82923 0.22234 1.22624 -0.4 0.0 -0.4
H 0.26302 1.48252 1.28501 0.3 -0.2 -0.4
H 1.78775 2.19778 0.85114 -0.1 -0.4 -0.3
H 0.46739 2.69459 -0.97691 -0.1 -0.4 -0.1
H -1.45335 1.41679 -1.73961 0.6 -0.6 -0.2
H -0.23311 -0.87908 -1.50608 -0.3 -0.2 -0.1
H -1.96793 -0.78358 -1.41301 0.4 0.1 0.3
H -1.45112 -0.71747 1.27596 0.2 -0.2 -0.2
H -1.79609 -2.13973 0.32782 0.5 0.2 0.1
H -4.11462 3.81380 0.62726 0.4 -0.9 0.1
H -2.48733 3.99832 0.01745 0.1 0.1 0.2
H -2.68248 3.37655 1.70130 -0.5 0.1 -1.2
C -3.20363 2.18365 3.99486 0.0 -0.2 -0.3
C -2.18081 1.40791 3.16009 0.0 0.3 0.6
C -1.64684 0.27490 4.03625 -0.1 0.0 -0.3
O -2.70084 0.94893 1.90876 -0.1 -0.1 -1.0
H -4.01744 1.53023 4.30895 -0.1 0.0 -0.1
H -3.60882 3.02654 3.44716 -0.2 0.1 0.0
H -2.71587 2.55979 4.89571 0.0 0.0 -0.1
H -1.32087 2.08527 3.01936 -0.1 0.0 -0.5
H -2.43432 -0.42050 4.31835 -0.1 -0.1 -0.1
H -0.84251 -0.27006 3.55060 0.1 -0.2 -0.1
H -1.25043 0.71051 4.95252 0.1 0.0 0.0
```
Forces are in eV/Å.



Computed, not measured: a structure of composition C18H39AlIN2O4 at a distorted geometry, with ωB97M-V/def2-TZVPD.

Summary:
Kohn-Sham gap	6.77	eV
E_tot	-45168.045	eV
charge	-1
highest occupied orbital energy	-4.67	eV

Geometry as XYZ:
```
65
Properties=species:S:1:pos:R:3:forces:R:3
C 2.23089 0.80738 0.77997 -0.1 -0.3 -0.4
C 1.36077 1.62911 -0.16856 0.3 0.6 0.3
C 2.26571 2.20672 -1.27538 -0.4 -0.5 0.5
C 0.60300 2.71876 0.62954 -0.3 -0.3 -0.4
Al -1.35676 2.32560 1.02686 0.4 0.0 0.3
C -1.93793 0.45891 0.43989 -0.3 0.3 -0.3
C -2.86630 0.39809 -0.78263 0.1 -0.6 -0.2
C -3.81895 -0.81850 -0.79299 0.1 0.5 0.6
C -5.16373 -0.56774 -0.10185 0.0 -0.5 -0.1
O -5.08490 0.40624 0.95735 -0.1 0.4 -0.4
C -5.63755 1.60802 0.64605 -1.4 0.2 0.2
O -6.83415 1.81987 0.62558 1.5 -0.4 -0.1
C -2.52656 3.80914 0.21135 0.3 0.0 0.6
C -3.41046 4.51619 1.23918 0.0 0.3 -0.8
C -4.44355 5.48100 0.62616 -0.1 -0.2 0.6
I -2.12676 5.70441 2.53346 -0.1 -0.1 0.2
H 2.77573 0.02993 0.23746 0.0 -0.1 0.0
H 1.64351 0.32592 1.55934 -0.1 0.1 0.2
H 2.97847 1.46271 1.22430 0.0 0.1 0.2
H 0.63005 0.97586 -0.64458 0.0 -0.3 -0.1
H 2.99098 1.44489 -1.55109 0.2 0.0 -0.4
H 2.79933 3.07639 -0.90096 0.1 0.2 0.0
H 1.66961 2.47300 -2.14436 0.1 0.2 -0.1
H 0.66379 3.65848 0.07092 -0.1 0.1 0.0
H 1.13128 2.91137 1.56537 0.1 0.0 0.1
H -1.57979 2.39409 2.64422 -0.2 0.0 0.1
H -1.07535 -0.18231 0.23778 0.1 -0.1 0.0
H -2.46150 0.00858 1.28490 0.0 0.0 0.2
H -3.44246 1.31380 -0.89730 -0.1 0.1 -0.1
H -2.26291 0.30863 -1.68719 0.1 0.2 -0.1
H -4.01806 -1.15853 -1.80774 -0.1 -0.1 -0.1
H -3.31138 -1.61006 -0.24590 0.1 -0.2 -0.1
H -5.51892 -1.48155 0.36758 -0.1 -0.1 0.0
H -5.92700 -0.28085 -0.82361 -0.1 0.3 0.0
H -4.89411 2.38608 0.43422 0.0 0.0 0.2
H -3.15843 3.47497 -0.61766 -0.2 0.0 -0.1
H -1.85955 4.56922 -0.20175 0.1 0.0 -0.3
H -3.90896 3.80793 1.89182 0.1 0.0 0.3
H -5.34955 5.48399 1.23374 -0.1 0.1 0.0
H -4.68794 5.15454 -0.37970 -0.1 0.0 -0.2
H -4.08325 6.50252 0.60168 0.1 0.1 -0.3
C 7.03813 -1.12497 -1.55258 0.0 0.0 -0.1
C 5.53867 -1.18383 -1.75213 -0.3 0.0 0.3
O 4.95728 -0.45233 -2.53502 0.2 0.1 -0.3
N 4.83336 -2.06503 -1.00165 0.2 0.0 -0.1
C 5.31692 -2.99125 -0.00434 -0.2 0.1 -0.1
H 7.44064 -0.36504 -2.21463 0.0 0.0 0.0
H 7.28047 -0.86051 -0.52267 0.0 -0.1 0.0
H 7.49961 -2.08416 -1.79203 0.0 0.0 0.1
H 3.83772 -2.04807 -1.17826 0.0 -0.1 0.1
H 5.05139 -4.01376 -0.28182 0.1 0.0 0.1
H 4.86211 -2.77300 0.96404 0.1 0.0 0.0
H 6.39593 -2.92408 0.09492 0.0 0.0 0.0
C 0.21901 -3.30292 0.55391 0.1 0.0 0.0
C 1.37937 -3.95319 -0.15955 -0.2 0.1 0.1
O 2.21298 -3.29540 -0.75865 0.2 -0.1 -0.1
N 1.46786 -5.31032 -0.11942 -0.1 0.0 0.1
C 0.57504 -6.24591 0.53559 0.2 0.0 -0.2
H 0.29335 -2.22772 0.42393 0.0 0.0 0.0
H -0.73026 -3.64162 0.13766 0.0 0.0 0.1
H 0.24292 -3.53171 1.62000 -0.1 0.0 0.0
H 2.26079 -5.67737 -0.62007 0.0 0.0 0.0
H 1.11818 -6.82971 1.28122 -0.1 0.0 0.0
H 0.14375 -6.93291 -0.19490 -0.1 0.0 0.0
H -0.23161 -5.71800 1.03099 0.0 0.0 0.0
```
Forces are in eV/Å.